This record from the Open Molecules 2025 dataset describes a cluster of 3 separate species, C3H11NO3 in total in a non-equilibrium geometry. The level of theory is ωB97M-V with the def2-TZVPD basis set.

Its charge is -1. Its multiplicity is 2. The total energy is -10920.437 eV. Its expectation value of S² is 0.75. The energy relative to the best compared isomer or geometry (same formula, charge and spin) is 98.19 kJ/mol. Its HOMO energy (alpha / beta) is 0.45 / -3.60 eV. As for the orbital gap (alpha / beta): 0.1224 / 0.2670 Ha. Its LUMO energy (alpha / beta) is 3.78 / 3.67 eV.

Positions of all 18 atoms, in Å:
C1 0.73379 0.51316 1.47199
N1 -0.01550 0.43255 0.22168
C2 0.69245 -0.12201 -0.90012
C3 -0.23399 -0.63284 -1.96652
O1 -0.08339 -1.73867 -2.54993
H1 1.67568 1.00831 1.29218
H2 0.84191 -0.44087 1.99590
H3 0.11207 1.15869 2.15039
H4 -0.91676 -0.08589 0.40330
H5 1.20973 0.72404 -1.40605
H6 1.41745 -0.95274 -0.67652
H7 -0.92276 0.12088 -2.38799
H8 -0.98421 3.71637 0.42200
H9 -0.65976 2.23318 0.16570
O2 -1.17918 2.99766 -0.18438
H10 -0.10319 -3.27190 0.06578
H11 -1.27011 -2.84473 0.99699
O3 -0.31423 -2.81518 0.88559

---

This record from the Open Molecules 2025 dataset describes the ion C5H8NOS with charge +1 in a non-equilibrium geometry. The level of theory is ωB97M-V with the def2-TZVPD basis set.

Its charge is +1. The total energy is -19673.224 eV. The energy relative to the best compared isomer or geometry (same formula, charge and spin) is 729.07 kJ/mol. Its HOMO energy (alpha / beta) is -13.08 / -13.38 eV. As for the orbital gap (alpha / beta): 0.2745 / 0.2740 Ha. Its LUMO energy (alpha / beta) is -5.61 / -5.93 eV.

Positions of all 16 atoms, in Å:
C1 0.42076 -0.40717 -1.43948
C2 -0.54501 0.41584 -2.04461
C3 -1.73671 0.45283 0.41831
C4 -2.51359 0.17563 1.61482
C5 2.77052 -0.16823 0.47570
N1 0.42489 -0.66157 -0.12357
O1 1.49372 -0.70358 0.73219
S1 -1.97127 0.87395 -1.09703
H1 1.20287 -0.77851 -2.09490
H2 -0.67613 0.73465 -3.15225
H3 -2.55926 -0.84383 1.72336
H4 -2.05732 0.59141 2.45770
H5 -3.48811 0.54665 1.55727
H6 3.15309 -0.70658 -0.51772
H7 3.40713 -0.29509 1.36420
H8 2.67442 0.77360 0.12601

---

This record from the Open Molecules 2025 dataset describes a cluster of 2 separate species, C5H14 in total in a non-equilibrium geometry. The level of theory is ωB97M-V with the def2-TZVPD basis set.

Its charge is 0. The total energy is -5411.265 eV. The energy relative to the best compared isomer or geometry (same formula, charge and spin) is 75.67 kJ/mol. Its HOMO energy is -11.08 eV. As for the orbital gap: 0.4503 Ha. Its LUMO energy is 1.18 eV.

Positions of all 19 atoms, in Å:
C1 0.59930 -0.22798 1.07594
C2 1.66390 -0.76870 0.07289
C3 2.03869 -2.20814 0.41810
H1 0.66148 -0.76287 2.02519
H2 -0.32894 -0.51194 0.61003
H3 0.79107 0.82803 1.24014
H4 1.24409 -0.72057 -0.93115
H5 2.54298 -0.13554 0.13401
H6 2.09881 -2.48803 1.46691
H7 1.25498 -2.83814 -0.03097
H8 2.87694 -2.64970 -0.12433
C4 -1.60776 0.94154 -0.92054
C5 -2.52249 2.15476 -0.60853
H9 -1.58001 0.74113 -1.99069
H10 -0.61067 1.15650 -0.56208
H11 -2.01149 0.10868 -0.35562
H12 -2.68258 2.80482 -1.47155
H13 -1.92537 2.86165 -0.02673
H14 -3.41325 1.87101 -0.05977

---

This record from the Open Molecules 2025 dataset describes the molecule C6H9ClN2O2 in a non-equilibrium geometry. The level of theory is ωB97M-V with the def2-TZVPD basis set.

Its charge is 0. The total energy is -25964.128 eV. The energy relative to the best compared isomer or geometry (same formula, charge and spin) is 137.71 kJ/mol. Its HOMO energy is -9.90 eV. As for the orbital gap: 0.3785 Ha. Its LUMO energy is 0.39 eV.

Positions of all 20 atoms, in Å:
C1 -2.64401 0.24442 -0.31921
C2 -1.44907 -0.40930 0.38561
C3 -0.35793 0.62934 0.18747
C4 0.21276 0.83532 -1.16666
N1 1.44399 0.58052 -1.25725
C5 1.90922 0.27018 0.12456
Cl1 3.04421 1.60948 0.60719
C6 2.59128 -1.04066 0.00768
O1 3.60732 -1.11791 -0.60344
O2 1.93984 -2.11213 0.44416
N2 0.78187 0.07874 0.95169
H1 -3.64888 -0.32805 -0.18461
H2 -2.59466 0.29493 -1.31753
H3 -2.85248 1.17892 0.05831
H4 -1.26961 -1.34788 -0.09492
H5 -1.55578 -0.58220 1.40150
H6 -0.83076 1.65314 0.37679
H7 -0.29236 1.08058 -1.98712
H8 1.00374 -1.87991 0.50271
H9 0.96133 0.36245 1.88308

---

This record from the Open Molecules 2025 dataset describes a structure of composition C44H48BN4O6V in a non-equilibrium geometry. The level of theory is ωB97M-V with the def2-TZVPD basis set.

Its charge is -1. Its multiplicity is 4. The total energy is -91022.484 eV. Its expectation value of S² is 3.79. Its HOMO energy (alpha / beta) is -2.42 / -2.67 eV. As for the orbital gap (alpha / beta): 0.1754 / 0.1846 Ha. Its LUMO energy (alpha / beta) is 2.36 / 2.35 eV.

Positions of all 104 atoms, in Å:
V1 -0.70811 -0.80937 0.13697
O1 -0.30002 -1.00778 1.74262
C1 -0.03355 -1.76507 2.75897
C2 0.15610 -1.24771 4.04204
C3 0.24451 -2.07570 5.14247
C4 0.11087 -3.45974 4.99288
C5 -0.01494 -4.00498 3.73950
C6 -0.00709 -3.19379 2.58966
C7 0.04116 -3.74580 1.28848
N1 0.59934 -3.18405 0.18022
C8 0.40667 -4.06202 -0.86679
C9 -0.25560 -5.14876 -0.41789
N2 -0.45096 -4.98044 0.93457
H1 0.21439 -0.16916 4.14845
H2 0.40428 -1.65554 6.13032
H3 0.12985 -4.10256 5.86668
H4 -0.07157 -5.08068 3.61863
H5 0.77318 -3.81354 -1.84643
H6 -0.59634 -6.02501 -0.94225
H7 -1.10277 -5.51089 1.50347
C10 2.15175 5.53052 -1.64256
C11 1.35404 5.16878 -0.38492
C12 0.22999 6.19645 -0.22352
C13 2.26347 5.23025 0.85176
C14 0.82513 3.74801 -0.47919
C15 1.71516 2.64728 -0.60329
C16 1.23634 1.36584 -0.51235
N3 -0.04282 1.03581 -0.30746
C17 -0.94435 2.08929 -0.27924
C18 -0.50121 3.42455 -0.35876
C19 -2.31253 1.73443 -0.14023
C20 -3.40875 2.62740 -0.17055
C21 -4.70624 2.17163 -0.06757
C22 -4.87548 0.78238 0.08525
C23 -3.76371 -0.03619 0.11317
N4 -2.51833 0.39645 0.00900
C24 -5.88537 3.13499 -0.14843
C25 -7.23412 2.41037 -0.10997
C26 -5.81056 3.92441 -1.46343
C27 -5.84528 4.11890 1.02935
H8 2.55858 6.54370 -1.56149
H9 1.50515 5.48415 -2.52311
H10 2.98553 4.83881 -1.79779
H11 0.65289 7.20510 -0.13267
H12 -0.35934 5.98376 0.67373
H13 -0.43147 6.17772 -1.09574
H14 2.57719 6.25847 1.05978
H15 3.15816 4.61646 0.70987
H16 1.72874 4.84357 1.72559
H17 2.78009 2.80237 -0.74305
H18 1.94618 0.55077 -0.59434
H19 -1.25172 4.20149 -0.29766
H20 -3.21795 3.68800 -0.29075
H21 -5.85545 0.32685 0.16930
H22 -3.90626 -1.10538 0.21921
H23 -7.31229 1.68307 -0.92755
H24 -8.05014 3.13551 -0.21924
H25 -7.37353 1.88887 0.84391
H26 -5.73787 3.24160 -2.31681
H27 -4.93490 4.57936 -1.47993
H28 -6.70735 4.54132 -1.58425
H29 -5.94217 3.58181 1.97836
H30 -6.67323 4.83127 0.95118
H31 -4.90352 4.67219 1.04259
O2 -4.38217 -3.82574 -2.96294
C28 -4.24615 -3.87761 -1.62948
C29 -5.19532 -4.57191 -0.88191
C30 -5.09131 -4.64460 0.49810
C31 -4.02658 -4.02702 1.14561
C32 -3.08699 -3.32308 0.41771
C33 -3.16747 -3.22948 -0.97727
C34 -2.26778 -2.35800 -1.76847
O3 -2.41125 -2.26255 -3.01155
O4 -1.37284 -1.69464 -1.13957
H32 -3.63487 -3.20161 -3.26941
H33 -6.02218 -5.03252 -1.41457
H34 -5.84859 -5.17445 1.07110
H35 -3.94235 -4.07634 2.22713
H36 -2.27727 -2.80130 0.92945
C35 7.72807 0.11816 -1.54247
C36 7.12715 -1.29375 -1.52189
C37 7.05934 -1.80215 -2.96265
C38 8.03368 -2.26192 -0.74832
C39 5.77027 -1.25688 -0.82815
C40 5.72896 -0.93424 0.52371
C41 4.55310 -0.95685 1.26684
C42 3.39103 -1.31716 0.62170
O5 2.15085 -1.45461 1.12384
B1 1.27136 -1.83467 0.00170
O6 2.15182 -1.87169 -1.19110
C43 3.40141 -1.59281 -0.75726
C44 4.57591 -1.57649 -1.48241
H37 8.71533 0.11823 -2.01422
H38 7.82630 0.52115 -0.52915
H39 7.07460 0.79098 -2.10933
H40 8.06648 -1.79710 -3.39633
H41 6.42204 -1.16816 -3.58585
H42 6.68434 -2.83015 -2.99730
H43 8.96676 -2.44260 -1.29367
H44 7.52019 -3.22067 -0.61761
H45 8.28932 -1.87950 0.24265
H46 6.64475 -0.65642 1.02971
H47 4.56685 -0.71819 2.32585
H48 4.55136 -1.81154 -2.54095

---

This record from the Open Molecules 2025 dataset describes a cluster of 2 separate species, C9H11O2 in total in a non-equilibrium geometry. The level of theory is ωB97M-V with the def2-TZVPD basis set.

Its charge is -1. The total energy is -13607.952 eV. The energy relative to the best compared isomer or geometry (same formula, charge and spin) is 25.08 kJ/mol. Its HOMO energy is -4.13 eV. As for the orbital gap: 0.2789 Ha. Its LUMO energy is 3.46 eV.

Positions of all 22 atoms, in Å:
C1 -1.72593 2.27956 0.49922
C2 -0.57703 2.31694 1.55154
O1 -0.81749 1.71953 2.62829
O2 0.43708 2.95311 1.20086
H1 -1.53296 1.61106 -0.35398
H2 -1.81598 3.29816 0.11100
H3 -2.66493 1.96980 0.94494
C3 1.12648 -0.54333 1.62457
C4 1.18395 -0.09871 -0.83064
C5 0.80991 -0.94923 0.21631
C6 0.78933 -0.40337 -2.12648
C7 0.00459 -2.05636 -0.03267
C8 0.06185 -1.56859 -2.37579
C9 -0.36892 -2.37366 -1.33308
H4 1.93586 0.65101 -0.64116
H5 0.96238 0.21179 -3.00270
H6 1.32559 -1.38862 2.28986
H7 0.30476 0.05520 2.02351
H8 -0.30700 -2.66829 0.80617
H9 -0.15655 -1.86155 -3.39280
H10 -0.98111 -3.24965 -1.55516
H11 2.00611 0.09521 1.74819